(one)
Below is a cluster of 2 separate species, C2H2F4 in total, with properties calculated with ωB97M-V with the def2-TZVPD basis set.

## Properties
LUMO: 0.3 eV
E_HOMO: -0.4098 Eh
gap between HOMO and LUMO: 11.487 eV
net charge: 0

Last column: natural (NBO) charge in e.
Atoms and positions in Å:
C -0.5326 0.9903 0.9857  0.441
C 0.8006 -2.0570 -1.3934  0.659
F -0.8464 -0.3392 1.2413  -0.355
F -0.1578 1.0494 -0.3192  -0.346
F 0.0230 -1.4254 -2.1797  -0.307
F 1.7601 -1.1552 -1.0936  -0.353
H -1.3515 1.6040 1.1436  0.130
H 0.3045 1.3332 1.6152  0.131

(two)
Below is an isolated molecule of C2H2F4, with properties calculated with ωB97M-V with the def2-TZVPD basis set.

## Properties
LUMO: 1.1 eV
E_HOMO: -0.4119 Eh
gap between HOMO and LUMO: 12.319 eV
net charge: 0

Last column: natural (NBO) charge in e.
Atoms and positions in Å:
F 0.5980 1.4615 -0.8343  -0.328
C 0.6513 0.6143 0.1726  0.523
F 1.8930 0.1422 0.1540  -0.328
C -0.6163 -0.6940 -0.0544  0.516
F -1.2810 -0.8392 1.0672  -0.317
F -1.4619 -0.2768 -1.0202  -0.340
H 0.4185 1.2520 1.0516  0.133
H -0.2015 -1.6599 -0.5364  0.141

Which structure is most stable? (two), by 1.457 eV over the runner-up.

(one)
Below is an isolated molecule of C4H4FNS, with properties calculated with ωB97M-V with the def2-TZVPD basis set.

## Properties
LUMO: -0.2 eV
E_HOMO: -0.3138 Eh
gap between HOMO and LUMO: 8.337 eV
net charge: 0

Last column: natural (NBO) charge in e.
Atoms and positions in Å:
C -1.4927 1.3457 0.0867  -0.422
C -0.7511 0.2962 -0.0248  0.103
C -2.8518 -0.9379 -0.0480  0.570
C 0.2994 -0.7027 -0.0074  -0.691
N -3.7600 -0.1058 0.0529  -0.677
F -2.9880 -2.2181 0.0333  -0.305
S -3.3624 1.4592 -0.1313  0.475
H -1.3082 2.3068 0.2836  0.222
H 0.3222 -1.2236 0.8575  0.238
H 0.3145 -1.5340 -0.8766  0.254
H 1.2298 -0.1445 0.0466  0.232

(two)
Below is an isolated molecule of C4H4FNS, with properties calculated with ωB97M-V with the def2-TZVPD basis set.

## Properties
LUMO: 0.4 eV
E_HOMO: -0.3068 Eh
gap between HOMO and LUMO: 8.725 eV
net charge: 0

Last column: natural (NBO) charge in e.
Atoms and positions in Å:
F 1.7918 0.5783 -1.7760  -0.330
C 0.8897 0.9904 -0.8589  0.273
C 0.1704 0.1301 -0.1668  -0.181
C 0.2679 -1.3220 -0.3217  0.041
N -0.4853 -2.0686 0.4146  -0.501
S -1.4760 -1.1493 1.4427  0.416
C -0.8587 0.4771 0.8829  -0.578
H 0.8570 2.0710 -0.7874  0.175
H 0.9285 -1.8036 -1.0192  0.213
H -0.4295 0.9999 1.7269  0.237
H -1.6556 1.0968 0.4629  0.237

(three)
Below is a structure of composition C4H4FNS, with properties calculated with ωB97M-V with the def2-TZVPD basis set.

## Properties
LUMO: -1.1 eV
E_HOMO: -0.3544 Eh
gap between HOMO and LUMO: 8.579 eV
net charge: 0

Last column: natural (NBO) charge in e.
Atoms and positions in Å:
C -0.0510 0.9275 0.8117  -0.633
C 0.2474 -0.0515 -0.2342  0.099
C -1.1003 -0.6167 -0.8131  -0.311
C 1.3156 -1.0322 0.0480  0.239
H 1.0968 0.6940 1.6908  0.233
H -0.1720 2.1794 0.1520  0.285
H -0.9836 0.6148 1.5106  0.260
H -0.9792 -0.8545 -1.9131  0.221
N 2.3973 -1.6853 0.0550  -0.250
F 0.6984 0.6658 -1.2464  -0.318
S -2.4694 -0.8412 -0.0613  0.175

Which structure is most stable? (two), by 3.883 eV over the runner-up.

(one)
Below is an isolated molecule of C23H29N3O2, with properties calculated with ωB97M-V with the def2-TZVPD basis set.

## Properties
LUMO: 0.7 eV
E_HOMO: -0.3086 Eh
gap between HOMO and LUMO: 9.131 eV
net charge: 0

Last column: natural (NBO) charge in e.
Atoms and positions in Å:
C 7.4425 1.7933 0.1691  -0.630
C 6.5081 0.6310 0.0192  0.022
C 7.0136 -0.6587 -0.1256  -0.259
C 6.1543 -1.7285 -0.2679  -0.164
C 4.7801 -1.5455 -0.2695  -0.350
C 4.2646 -0.2641 -0.1258  0.400
O 2.9384 0.0496 -0.1093  -0.528
C 1.9884 -0.9864 -0.2608  -0.065
C 0.6022 -0.3575 -0.2338  -0.436
C 0.3278 0.3148 1.1159  -0.211
N -1.0184 0.8137 1.1884  -0.373
C -2.0911 0.2994 1.8611  0.413
C -2.0538 -0.8961 2.7489  -0.464
C -2.3015 -2.1761 1.9268  -0.217
N -3.3898 -1.9811 0.9987  -0.617
C -3.1493 -1.7515 -0.3156  0.707
O -2.0674 -1.9767 -0.8236  -0.661
C -4.3571 -1.2801 -1.1112  -0.307
C -5.0063 -2.5038 -1.7622  -0.593
C -3.9052 -0.2711 -2.1638  -0.602
N -3.2039 0.9408 1.6276  -0.497
C -2.8817 1.9451 0.7529  0.077
C -3.6769 2.9256 0.1704  -0.201
C -3.0654 3.8190 -0.6831  -0.232
C -1.6967 3.7550 -0.9529  -0.220
C -0.8903 2.7893 -0.3855  -0.253
C -1.4996 1.8791 0.4641  0.160
C 5.1385 0.8144 0.0183  -0.296
H 8.0687 1.8900 -0.7171  0.220
H 8.0995 1.6438 1.0247  0.219
H 6.8929 2.7204 0.3085  0.214
H 8.0819 -0.8167 -0.1267  0.208
H 6.5512 -2.7270 -0.3805  0.210
H 4.1326 -2.4002 -0.3841  0.219
H 2.0926 -1.7161 0.5554  0.167
H 2.1390 -1.5049 -1.2166  0.186
H -0.1494 -1.1227 -0.4332  0.261
H 0.5387 0.3879 -1.0270  0.213
H 1.0238 1.1485 1.2540  0.217
H 0.4846 -0.4019 1.9254  0.204
H -2.8581 -0.7781 3.4770  0.237
H -1.1067 -0.9735 3.2831  0.223
H -1.4240 -2.4278 1.3265  0.228
H -2.5296 -3.0112 2.5958  0.202
H -4.2415 -1.6136 1.3958  0.402
H -5.0725 -0.8033 -0.4341  0.204
H -4.2898 -2.9970 -2.4147  0.216
H -5.3335 -3.2150 -1.0064  0.208
H -5.8675 -2.2026 -2.3541  0.210
H -4.7363 0.0033 -2.8088  0.205
H -3.1129 -0.7046 -2.7690  0.223
H -3.5222 0.6287 -1.6866  0.221
H -4.7321 2.9759 0.3867  0.220
H -3.6540 4.5921 -1.1548  0.212
H -1.2603 4.4807 -1.6231  0.213
H 0.1680 2.7516 -0.5946  0.216
H 4.7127 1.8003 0.1274  0.215

(two)
Below is an isolated molecule of C23H29N3O2, with properties calculated with ωB97M-V with the def2-TZVPD basis set.

## Properties
LUMO: 0.8 eV
E_HOMO: -0.2873 Eh
gap between HOMO and LUMO: 8.594 eV
net charge: 0

Last column: natural (NBO) charge in e.
Atoms and positions in Å:
C 4.0889 1.4722 3.2068  -0.405
N 2.9006 0.8534 2.6968  -0.154
C 2.8077 -0.0947 1.7446  -0.037
C 1.4683 -0.3746 1.5699  -0.145
C 0.9091 -1.4092 0.6501  -0.228
N 1.2914 -1.1615 -0.7313  -0.472
C 1.0391 -2.3375 -1.5372  -0.209
C 1.1687 -2.1811 -3.0557  -0.219
C 2.3538 -1.3171 -3.5008  -0.406
C 2.0969 0.1921 -3.4698  -0.221
C 0.7940 0.5365 -4.1852  -0.402
C -0.3507 -0.2079 -3.5044  -0.208
C -0.1326 -1.7035 -3.7002  -0.401
C -0.4502 0.1815 -2.0273  -0.439
C 0.8742 0.1335 -1.2446  -0.046
C 2.0259 0.7437 -2.0517  -0.394
C 0.8125 0.4790 2.4911  0.171
C -0.6095 0.6201 2.7903  -0.083
C -1.0117 0.8131 4.1124  -0.186
C -2.3446 0.9665 4.4265  -0.238
C -3.3129 0.9213 3.4304  0.204
C -2.9221 0.7088 2.1071  0.283
C -1.5768 0.5767 1.7948  -0.252
O -3.8348 0.6247 1.0804  -0.499
C -5.1567 0.4367 1.5295  -0.096
C -5.4627 1.3887 2.6851  -0.096
O -4.6293 1.1027 3.7842  -0.485
N 1.7084 1.1986 3.1611  -0.282
H 3.7859 2.2010 3.9556  0.236
H 4.6334 1.9779 2.4070  0.205
H 4.7437 0.7294 3.6672  0.204
H 3.6705 -0.5011 1.2575  0.217
H -0.1838 -1.4829 0.7844  0.181
H 1.3358 -2.3814 0.9262  0.207
H 0.0368 -2.7585 -1.3290  0.163
H 1.7702 -3.0883 -1.2068  0.194
H 1.3534 -3.1980 -3.4274  0.214
H 3.2174 -1.5481 -2.8744  0.211
H 2.6031 -1.5937 -4.5293  0.205
H 2.9322 0.6816 -3.9865  0.208
H 0.6244 1.6148 -4.1432  0.204
H 0.8477 0.2453 -5.2369  0.203
H -1.2976 0.0662 -3.9867  0.208
H -0.9739 -2.2656 -3.2868  0.203
H -0.0952 -1.9126 -4.7730  0.203
H -1.1858 -0.4592 -1.5338  0.208
H -0.8242 1.2076 -1.9732  0.215
H 0.7471 0.7668 -0.3579  0.220
H 2.9562 0.5409 -1.5187  0.212
H 1.8917 1.8271 -2.1010  0.199
H -0.2604 0.8524 4.8843  0.225
H -2.6677 1.1274 5.4427  0.225
H -1.3142 0.4635 0.7564  0.219
H -5.8064 0.6287 0.6741  0.200
H -5.2937 -0.5989 1.8719  0.178
H -6.4899 1.2717 3.0340  0.200
H -5.3017 2.4232 2.3506  0.178

Which structure is most stable? (one), by 1.819 eV over the runner-up.

(one)
Below is a cluster of 3 separate species, C3H12O3 in total, with properties calculated with ωB97M-V with the def2-TZVPD basis set.

## Properties
LUMO: 0.5 eV
E_HOMO: -0.3980 Eh
gap between HOMO and LUMO: 11.347 eV
net charge: 0

Last column: natural (NBO) charge in e.
Atoms and positions in Å:
C -0.4012 -1.2372 -0.1705  -0.627
C 0.0759 0.2279 -0.4408  0.111
C 0.1876 1.0263 0.8664  -0.666
O 1.2590 0.1865 -1.2144  -0.734
H -0.4432 -1.7135 -1.1546  0.208
H 0.3554 -1.7937 0.3681  0.216
H -1.3930 -1.1651 0.2985  0.221
H -0.8342 0.4511 -1.0208  0.147
H -0.7938 0.8130 1.3131  0.222
H 0.9211 1.0552 1.6758  0.244
H 0.1964 2.0525 0.5165  0.196
H 1.4381 1.0856 -1.5097  0.472
O -3.6027 -0.0155 0.2687  -0.929
H -3.0408 0.2547 -0.4683  0.461
H -4.3694 0.5448 0.1088  0.469
O 3.5146 -0.5165 0.6042  -0.951
H 4.0307 -1.0897 0.0201  0.460
H 2.8993 -0.1663 -0.0612  0.481

(two)
Below is a cluster of 3 separate species, C3H12O3 in total, with properties calculated with ωB97M-V with the def2-TZVPD basis set.

## Properties
LUMO: 0.8 eV
E_HOMO: -0.3544 Eh
gap between HOMO and LUMO: 10.435 eV
net charge: 0

Last column: natural (NBO) charge in e.
Atoms and positions in Å:
C 2.0205 0.5529 -0.2359  -0.605
C 0.5732 0.4456 -0.6509  -0.426
C -0.3273 0.0615 0.5378  -0.050
O -1.5262 0.8490 0.6148  -0.731
H 2.3424 -0.3652 0.2784  0.210
H 2.6722 0.6418 -1.1151  0.204
H 2.2512 1.4029 0.4106  0.202
H 0.5242 -0.3609 -1.3868  0.197
H 0.2457 1.3557 -1.1599  0.192
H 0.2152 0.3193 1.4486  0.159
H -0.6055 -0.9884 0.4384  0.180
H -1.5619 1.4185 -0.1597  0.465
O 0.4344 -1.8474 2.9243  -0.933
H 0.3824 -2.6566 3.4436  0.466
H 0.2769 -1.1719 3.5961  0.468
O -2.5658 0.0110 -2.6398  -0.942
H -2.0148 -0.1695 -3.4029  0.471
H -3.3368 0.5018 -2.9414  0.472

(three)
Below is a cluster of 4 separate species, C3H12O3 in total, with properties calculated with ωB97M-V with the def2-TZVPD basis set.

## Properties
LUMO: 0.3 eV
E_HOMO: -0.3205 Eh
gap between HOMO and LUMO: 9.004 eV
net charge: 0

Last column: natural (NBO) charge in e.
Atoms and positions in Å:
C -0.3455 0.1227 1.8255  -0.393
C -0.9451 -1.1351 1.9298  -0.187
C -0.3032 -2.2322 1.1834  -0.632
H -0.6890 1.0993 2.0838  0.207
H 0.6025 0.3553 1.3328  0.152
H -1.8170 -1.1275 2.5665  0.211
H -1.0611 -2.7864 0.5441  0.218
H 0.5853 -1.9146 0.6237  0.214
H -0.1113 -2.9590 1.8331  0.205
O -0.0037 2.5867 0.4112  -0.917
H 0.8483 2.2340 0.3704  0.457
H 0.1711 3.5148 0.2338  0.464
O -1.1544 0.0378 -2.3740  -0.958
H -1.7507 0.7262 -2.6504  0.466
H -0.2766 0.2348 -2.6446  0.487
O 1.7891 0.4024 -2.6293  -0.959
H 2.2401 -0.3716 -2.2917  0.485
H 2.2210 1.2122 -2.3481  0.480

Which structure is most stable? (two), by 0.197 eV over the runner-up.